Entry 1:
{
  "formula": "C14H21Br4INO6P2",
  "method": "ωB97M-V/def2-TZVPD",
  "symbols": ["O", "P", "N", "I", "C", "C", "C", "C", "C", "C", "C", "C", "C", "C", "O", "O", "P", "O", "O", "O", "H", "H", "H", "H", "H", "H", "H", "H", "H", "H", "H", "H", "H", "Br", "C", "C", "Br", "H", "H", "H", "H", "Br", "C", "C", "Br", "H", "H", "H", "H"],
  "positions_angstrom": [[-3.07482, 3.10362, 2.01844], [-2.23332, 2.20794, 1.18940], [-1.76271, 0.75849, 1.95939], [-3.37511, 0.12004, 3.11452], [-1.19769, -0.35605, 1.14267], [-0.32076, -1.24625, 2.05510], [0.17567, -0.66110, 3.38516], [1.18513, 0.45041, 3.27469], [0.83849, 1.79362, 3.40367], [1.79055, 2.79234, 3.25782], [3.10894, 2.46798, 2.97732], [3.47152, 1.13188, 2.86318], [2.51641, 0.13904, 3.01442], [-2.35399, -1.23200, 0.41876], [-3.08500, -0.57101, -0.33199], [-2.34217, -2.45877, 0.68150], [-0.09329, 0.21443, -0.20963], [1.00701, 1.11935, 0.15503], [0.45484, -1.18247, -0.78065], [-0.99323, 0.79336, -1.38316], [-2.79852, 1.86379, -0.03842], [-0.97296, 2.75823, 0.92664], [-0.89575, -2.14489, 2.25957], [0.57709, -1.56421, 1.52568], [0.68973, -1.49763, 3.86883], [-0.64849, -0.38646, 4.04067], [-0.19280, 2.05146, 3.60955], [1.48145, 3.82569, 3.34428], [3.83689, 3.25804, 2.84592], [4.49992, 0.87171, 2.64466], [2.80899, -0.90046, 2.91186], [-0.25198, -1.84718, -0.83763], [-0.86501, 0.30244, -2.20687], [-3.83013, -3.55840, -5.22664], [-3.68446, -2.62961, -3.51777], [-2.95324, -1.32297, -3.64334], [-1.02957, -1.57145, -3.84431], [-3.18999, -3.31108, -2.83442], [-4.70510, -2.45874, -3.18661], [-3.08038, -0.74646, -2.72591], [-3.28208, -0.73982, -4.49715], [1.48768, 1.25997, -4.42291], [2.77533, 0.64634, -3.09534], [3.66336, -0.43581, -3.64484], [2.74297, -2.14447, -3.79602], [2.20522, 0.32852, -2.23092], [3.36229, 1.52041, -2.82580], [4.49888, -0.60999, -2.97085], [4.03420, -0.20181, -4.63758]],
  "forces_ev_per_a": [[0.11, -0.15, 0.01], [-0.16, 0.33, 0.40], [-0.73, -0.12, -0.57], [0.17, -0.05, 0.00], [-0.02, 0.07, 0.39], [0.23, 0.17, 0.35], [0.17, -0.13, 0.05], [0.01, 0.19, -0.06], [0.02, -0.14, 0.08], [-0.13, -0.10, -0.03], [-0.07, -0.01, 0.02], [0.00, 0.15, -0.02], [0.06, 0.05, -0.04], [0.35, -0.77, 0.31], [-0.36, -0.09, 0.00], [0.06, 0.88, -0.53], [0.46, 0.12, 0.21], [-0.09, -0.23, -0.03], [-0.14, 0.03, -0.10], [0.18, 0.27, -0.11], [0.02, -0.02, -0.09], [0.15, -0.16, -0.27], [-0.08, -0.06, -0.03], [-0.08, -0.14, -0.13], [-0.09, -0.03, 0.13], [-0.04, 0.12, -0.05], [0.00, 0.02, 0.01], [0.06, 0.06, 0.01], [0.08, -0.04, 0.00], [0.01, -0.05, 0.00], [-0.02, -0.03, 0.00], [0.10, -0.10, -0.03], [-0.08, -0.05, -0.17], [0.03, -0.04, -0.03], [0.00, 0.01, 0.01], [-0.05, 0.12, 0.18], [-0.11, -0.04, -0.10], [-0.02, 0.02, 0.06], [0.02, 0.03, 0.02], [0.01, -0.10, 0.11], [0.00, -0.03, -0.05], [0.06, 0.00, 0.05], [-0.08, 0.11, -0.08], [-0.01, -0.11, 0.05], [0.01, 0.05, -0.04], [-0.03, -0.05, 0.11], [0.03, 0.01, -0.02], [-0.01, 0.00, 0.03], [0.02, 0.03, 0.01]],
  "total_energy_ev": -335487.93408,
  "homo_ev": -5.7,
  "charge": -1,
  "mol_weight_g_mol": 807.79
}

Entry 2:
{
  "formula": "C3H4S3",
  "method": "ωB97M-V/def2-TZVPD",
  "symbols": ["S", "C", "C", "S", "C", "S", "H", "H", "H", "H"],
  "positions_angstrom": [[-1.11704, -2.56990, 1.21687], [-0.55094, -1.05411, 1.00909], [0.54781, -0.74107, 0.08352], [-0.02633, -0.00541, -1.42718], [0.02105, 1.67523, -1.11012], [-0.00950, 2.40264, 0.39601], [-0.98741, -0.18603, 1.50054], [1.26072, -0.04921, 0.53016], [0.99921, -1.72262, -0.15252], [-0.13757, 2.25048, -2.04638]],
  "forces_ev_per_a": [[0.28, 1.06, 0.05], [-1.09, -0.82, 0.45], [0.69, -0.99, 0.33], [0.26, 0.18, -0.95], [-0.96, 0.90, 1.40], [0.43, -0.59, -1.78], [-0.13, -0.16, 0.13], [0.12, 0.01, 0.04], [0.14, 0.70, -0.29], [0.25, -0.28, 0.63]],
  "total_energy_ev": -35680.09129,
  "relative_energy_ev": 1.385,
  "homo_ev": -8.9,
  "mol_weight_g_mol": 136.27,
  "smiles": "S=CCSC=S"
}

Entry 3:
{
  "formula": "C5H8O",
  "method": "ωB97M-V/def2-TZVPD",
  "symbols": ["C", "C", "C", "C", "C", "O", "H", "H", "H", "H", "H", "H", "H", "H"],
  "positions_angstrom": [[0.26888, 0.56715, -1.70873], [-0.33070, -0.65382, -1.07559], [-0.78207, -0.77183, 0.17466], [-0.56750, 0.25998, 1.26174], [0.86955, 0.02064, 1.67176], [1.80374, 0.67913, 1.28199], [1.27680, 0.36789, -2.09037], [0.34057, 1.41338, -1.02182], [-0.34666, 0.86466, -2.56646], [-0.41661, -1.52527, -1.72381], [-1.21880, -1.71804, 0.48780], [-1.24695, 0.09399, 2.10502], [-0.67903, 1.28979, 0.91117], [1.02878, -0.88765, 2.29265]],
  "forces_ev_per_a": [[0.00, 0.06, 0.04], [-0.12, -0.03, 0.10], [0.09, -0.11, -0.20], [0.01, 0.12, -0.01], [0.25, 0.18, -0.10], [-0.37, -0.18, 0.29], [-0.14, -0.03, 0.08], [-0.01, -0.16, -0.09], [0.12, -0.02, 0.09], [-0.14, 0.14, 0.04], [0.08, 0.11, -0.07], [0.13, -0.02, -0.14], [0.03, -0.18, 0.00], [0.06, 0.13, -0.03]],
  "total_energy_ev": -7361.14624,
  "relative_energy_ev": 1.109,
  "homo_ev": -9.3,
  "mol_weight_g_mol": 84.12,
  "smiles": "C/C=C\\CC=O"
}

Entry 4:
{
  "formula": "C8H9MoN4O3S3",
  "method": "ωB97M-V/def2-TZVPD",
  "symbols": ["Mo", "C", "C", "N", "N", "C", "N", "S", "C", "C", "C", "C", "C", "N", "H", "H", "H", "H", "H", "H", "H", "H", "H", "O", "S", "O", "O", "S"],
  "positions_angstrom": [[-1.38286, -0.49125, -0.55127], [2.11895, 2.25335, -0.51866], [1.16925, 1.13448, -0.50601], [-0.07204, 1.27747, -0.78012], [-0.59629, 2.50801, -1.02202], [-1.87992, 2.60781, -0.74494], [-2.40486, 3.85734, -0.93974], [-2.82973, 1.27569, 0.00252], [1.54454, -0.20175, -0.09665], [2.88423, -0.58894, 0.01477], [3.12034, -1.95299, 0.31688], [2.05774, -2.84833, 0.52073], [0.79626, -2.39010, 0.25474], [0.55711, -1.08441, -0.03527], [3.09156, 1.97713, -1.09926], [2.42464, 2.59376, 0.49373], [1.63747, 3.11257, -1.05975], [-1.69757, 4.54637, -1.09785], [-3.31240, 4.05568, -0.59205], [3.67381, 0.16848, -0.10482], [4.17161, -2.23461, 0.54892], [2.25320, -3.85413, 0.77823], [0.00151, -3.14108, 0.25668], [-5.06811, -2.95625, 2.11270], [-3.69737, -2.62615, 1.88762], [-3.27668, -1.29285, 1.69576], [-2.80717, -3.70401, 1.83692], [-2.47722, -2.00131, -1.57178]],
  "forces_ev_per_a": [[-1.33, -0.14, -0.26], [1.73, 1.19, -1.34], [-0.02, 0.89, 0.24], [-1.56, -0.39, 0.10], [-0.31, 0.10, -0.11], [0.75, 0.66, 0.00], [0.64, -2.45, 0.26], [0.13, 0.75, -0.47], [1.90, -0.47, -0.91], [-0.54, -0.86, 0.44], [0.88, 1.03, 0.97], [1.21, 1.62, -0.84], [-0.12, -0.15, 0.10], [-0.59, -2.06, 0.42], [-1.70, 0.44, 1.03], [-0.25, -0.31, -0.52], [0.60, -0.82, 0.65], [-0.14, 0.59, -0.10], [-0.51, 0.42, 0.14], [-0.38, -0.74, 0.14], [-0.94, -0.07, -0.49], [0.00, -0.86, 0.21], [-0.23, 0.82, 0.03], [0.61, 0.87, -0.12], [-2.67, -0.93, 0.28], [0.40, 0.78, 0.07], [1.73, -0.72, -0.16], [0.75, 0.81, 0.24]],
  "total_energy_ev": -54898.91302,
  "relative_energy_ev": 0.000,
  "spin_multiplicity": 3,
  "homo_ev": [-12.1, -12.2],
  "charge": 1,
  "mol_weight_g_mol": 401.33
}

Entry 5:
{
  "formula": "C4H12N2S",
  "method": "ωB97M-V/def2-TZVPD",
  "symbols": ["C", "C", "C", "C", "N", "N", "S", "H", "H", "H", "H", "H", "H", "H", "H", "H", "H", "H", "H"],
  "positions_angstrom": [[-0.25188, 1.44423, -0.53928], [0.96652, 0.80298, -0.54723], [-0.22194, -1.58996, 1.42659], [0.58405, -2.35157, 0.53633], [-0.28486, 2.86270, -0.16337], [1.09805, -0.49092, -0.92558], [-0.22526, -3.48751, -0.34494], [-1.14602, 0.93586, -1.02900], [1.78523, 1.36137, -0.25323], [-0.99556, -1.07777, 0.72301], [0.48308, -0.75194, 1.86114], [-0.66866, -2.31408, 2.16709], [1.60585, -2.32194, 0.53071], [-1.16118, 3.03024, 0.39609], [-0.53688, 3.43410, -1.05757], [0.57907, 3.36494, 0.18677], [0.34342, -0.65774, -1.61541], [1.87712, -1.05285, -1.19651], [0.89021, -4.10536, -0.74795]],
  "forces_ev_per_a": [[0.77, -1.65, -1.01], [-1.32, -0.49, -0.04], [-0.37, 2.46, 0.78], [0.47, 0.61, 0.56], [-1.93, 1.69, -2.16], [-2.72, 1.21, -2.49], [-0.97, -1.95, -1.72], [0.85, 1.35, 1.08], [1.93, 0.59, 0.92], [0.41, -0.60, 1.75], [-1.82, -1.68, -0.18], [-0.05, 1.47, -0.20], [2.30, -0.40, 0.27], [1.24, 0.11, 0.23], [0.56, -0.93, 1.38], [-1.00, -1.11, 0.15], [0.42, -0.71, 0.71], [1.28, 0.54, 0.31], [-0.06, -0.52, -0.33]],
  "total_energy_ev": -18134.81855,
  "relative_energy_ev": 0.426,
  "spin_multiplicity": 3,
  "homo_ev": [-14.4, -17.2],
  "charge": 2,
  "mol_weight_g_mol": 120.22
}

Entry 6:
{
  "formula": "C2H5NP2",
  "method": "ωB97M-V/def2-TZVPD",
  "symbols": ["C", "P", "N", "P", "C", "H", "H", "H", "H", "H"],
  "positions_angstrom": [[-1.16737, -0.35235, -2.62360], [0.29622, -0.92014, -2.13718], [0.05881, -0.55378, -0.16293], [1.30114, 0.11446, 0.42586], [0.78143, 0.30448, 2.16554], [-1.34817, -0.16615, -3.64267], [-1.87746, 0.29320, -1.88186], [0.71683, 1.31427, 2.48415], [-0.21773, 0.04549, 2.50727], [1.45630, -0.07949, 2.86542]],
  "forces_ev_per_a": [[-1.02, 2.43, 2.92], [-0.80, 0.49, 3.07], [-1.09, -1.58, -4.19], [1.14, 0.68, 1.24], [-1.22, 0.59, 0.14], [-0.39, -0.28, -1.30], [1.69, -2.00, -1.77], [0.56, 1.69, -0.24], [-0.25, -1.00, -0.75], [1.38, -1.02, 0.90]],
  "total_energy_ev": -22219.91595,
  "relative_energy_ev": 1.670,
  "homo_ev": -8.8,
  "mol_weight_g_mol": 105.02,
  "smiles": "C=P/N=P/C"
}

Entry 7:
{
  "formula": "C5H17NO3",
  "method": "ωB97M-V/def2-TZVPD",
  "symbols": ["C", "N", "C", "C", "C", "C", "O", "H", "H", "H", "H", "H", "H", "H", "H", "H", "H", "H", "H", "H", "O", "H", "H", "O", "H", "H"],
  "positions_angstrom": [[-0.65018, -1.14990, -2.92403], [0.01255, -0.61052, -1.64681], [-0.19820, 0.79838, -1.43411], [-0.40224, 1.30205, 0.01792], [0.56639, 0.51981, 0.90415], [2.03881, 0.89498, 0.82691], [2.13159, 2.18456, 0.13238], [-1.71006, -1.30706, -2.65635], [-0.27704, -0.45923, -3.68373], [-0.13582, -2.09125, -3.17681], [0.97436, -0.95799, -1.59875], [-1.07012, 1.15637, -2.03025], [0.71058, 1.38767, -1.75978], [-1.43199, 0.94027, 0.23900], [-0.31059, 2.37755, -0.03202], [0.38371, 0.74128, 1.96540], [0.41073, -0.55966, 0.80457], [2.66904, 0.14461, 0.25253], [2.55195, 1.00210, 1.78913], [2.92462, 2.61513, 0.53016], [-1.47527, -1.35864, 3.14584], [-0.56809, -1.61577, 2.94801], [-1.90079, -1.77679, 2.36052], [-1.68798, -1.87904, 0.57423], [-1.66385, -2.23466, -0.34005], [-1.22585, -1.00554, 0.49790]],
  "forces_ev_per_a": [[2.21, 0.39, 2.10], [-0.97, -1.81, -0.53], [1.30, 2.07, -0.84], [-0.58, -2.70, -1.15], [0.22, 0.84, 2.18], [1.32, 0.15, -2.10], [1.28, -0.23, 1.23], [0.41, 0.40, -1.06], [-1.35, 0.06, -0.56], [-0.56, 0.04, 0.30], [-0.51, 0.73, 0.00], [0.64, -0.41, 0.19], [-0.86, -0.48, -0.25], [0.43, 0.80, 0.51], [-0.04, 0.09, 0.58], [-0.78, -0.15, -0.21], [0.33, 0.28, -0.18], [-0.75, 0.66, 0.41], [-0.51, -0.17, 0.07], [-0.96, -0.28, -0.73], [-0.12, -0.55, -0.72], [0.17, 0.14, 0.39], [-0.03, 0.45, 0.78], [0.30, 0.52, -1.14], [0.09, 0.40, 0.89], [-0.67, -1.24, -0.17]],
  "total_energy_ev": -13091.76823,
  "relative_energy_ev": 1.844,
  "homo_ev": -8.8,
  "mol_weight_g_mol": 139.19,
  "smiles": "CNCCCCO.O.O"
}

Entry 8:
{
  "formula": "C4H10OSi2",
  "method": "ωB97M-V/def2-TZVPD",
  "symbols": ["C", "C", "C", "C", "O", "Si", "Si", "H", "H", "H", "H", "H", "H", "H", "H", "H", "H"],
  "positions_angstrom": [[-2.09016, 1.59043, -1.53384], [-0.18471, -2.67698, 1.27362], [-0.84691, 1.91706, -1.23586], [-0.18270, -1.45234, 1.72469], [1.26639, 0.74303, 2.16926], [1.40816, 0.27644, -1.17575], [0.95471, -0.28806, 0.99117], [-2.79740, 2.26969, -1.90110], [-2.35421, 0.62211, -1.39371], [-0.60725, -3.57480, 1.86274], [0.42092, -3.08010, 0.45051], [-0.39784, 2.91046, -1.19208], [-0.82138, -1.25538, 2.59308], [1.33443, 1.69853, 2.18947], [2.75771, -0.55244, -1.46598], [0.58487, -0.78323, -1.83670], [1.55536, 1.63558, -1.51952]],
  "forces_ev_per_a": [[2.47, 1.59, 0.33], [0.16, -4.33, 0.51], [-0.18, -0.25, 0.93], [-1.09, 0.38, 0.61], [0.34, 1.10, 1.46], [0.69, -3.00, -0.34], [-0.29, 1.16, -1.13], [-1.04, 1.02, -0.57], [-1.15, -2.90, 0.22], [0.00, 1.70, -0.99], [-0.14, 0.68, 0.07], [0.04, -0.14, -0.21], [0.49, 0.27, -0.15], [0.11, -0.15, -0.28], [-0.79, 1.20, 0.32], [-0.30, 0.56, -0.20], [0.67, 1.10, -0.56]],
  "total_energy_ev": -22106.96964,
  "relative_energy_ev": 5.362,
  "homo_ev": [-8.1, -6.2],
  "mol_weight_g_mol": 130.29
}

Entry 9:
{
  "formula": "C5H4",
  "method": "ωB97M-V/def2-TZVPD",
  "symbols": ["C", "C", "C", "C", "C", "H", "H", "H", "H"],
  "positions_angstrom": [[-1.05260, 0.44498, 0.00767], [-2.03209, -0.36514, -0.01076], [0.13634, 1.25185, 0.00321], [0.96057, 0.19738, -0.00714], [-0.08105, -0.89620, 0.00721], [0.26326, 2.31584, -0.00327], [2.02574, 0.06937, -0.03585], [-0.11024, -1.49439, 0.91571], [-0.10994, -1.52368, -0.87678]],
  "forces_ev_per_a": [[-0.79, 0.30, -0.02], [0.19, 0.08, 0.02], [0.33, -0.33, -0.03], [-0.14, 0.07, -0.02], [0.18, -0.52, 0.12], [-0.01, 0.19, 0.01], [0.27, 0.10, 0.03], [0.00, 0.08, -0.04], [-0.03, 0.04, -0.08]],
  "total_energy_ev": -5244.19399,
  "relative_energy_ev": 2.002,
  "homo_ev": -9.4,
  "mol_weight_g_mol": 64.09
}

Copy entry 3 word for word.
{
  "formula": "C5H8O",
  "method": "ωB97M-V/def2-TZVPD",
  "symbols": ["C", "C", "C", "C", "C", "O", "H", "H", "H", "H", "H", "H", "H", "H"],
  "positions_angstrom": [[0.26888, 0.56715, -1.70873], [-0.33070, -0.65382, -1.07559], [-0.78207, -0.77183, 0.17466], [-0.56750, 0.25998, 1.26174], [0.86955, 0.02064, 1.67176], [1.80374, 0.67913, 1.28199], [1.27680, 0.36789, -2.09037], [0.34057, 1.41338, -1.02182], [-0.34666, 0.86466, -2.56646], [-0.41661, -1.52527, -1.72381], [-1.21880, -1.71804, 0.48780], [-1.24695, 0.09399, 2.10502], [-0.67903, 1.28979, 0.91117], [1.02878, -0.88765, 2.29265]],
  "forces_ev_per_a": [[0.00, 0.06, 0.04], [-0.12, -0.03, 0.10], [0.09, -0.11, -0.20], [0.01, 0.12, -0.01], [0.25, 0.18, -0.10], [-0.37, -0.18, 0.29], [-0.14, -0.03, 0.08], [-0.01, -0.16, -0.09], [0.12, -0.02, 0.09], [-0.14, 0.14, 0.04], [0.08, 0.11, -0.07], [0.13, -0.02, -0.14], [0.03, -0.18, 0.00], [0.06, 0.13, -0.03]],
  "total_energy_ev": -7361.14624,
  "relative_energy_ev": 1.109,
  "homo_ev": -9.3,
  "mol_weight_g_mol": 84.12,
  "smiles": "C/C=C\\CC=O"
}